1.
Density functional theory data (ωB97M-V/def2-TZVPD) for a structure of composition C37H35As2N4O2PtS.

Atoms and positions in Å:
Pt 0.25 0.68 0.35
C 1.38 1.56 3.16
C 2.75 1.46 2.49
As 2.52 0.99 0.60
C 3.19 2.56 -0.33
C 4.50 3.02 -0.23
C 4.90 4.16 -0.91
C 3.99 4.85 -1.70
C 2.68 4.40 -1.81
C 2.28 3.26 -1.13
C 3.94 -0.30 0.29
C 5.14 -0.29 0.99
C 6.11 -1.25 0.72
C 5.88 -2.22 -0.25
C 4.68 -2.23 -0.94
C 3.71 -1.28 -0.67
As 0.18 0.00 2.81
C 1.19 -1.62 2.39
C 2.36 -1.86 3.08
C 3.16 -2.96 2.75
C 2.75 -3.82 1.74
C 1.56 -3.58 1.07
C 0.78 -2.48 1.37
C 0.04 -0.48 4.80
C -0.25 0.53 5.73
C -0.51 0.23 7.06
C -0.49 -1.08 7.50
C -0.22 -2.10 6.59
C 0.04 -1.79 5.26
H 0.82 2.41 2.76
H 1.50 1.68 4.24
H 3.37 0.71 2.98
H 3.28 2.41 2.55
H 5.21 2.47 0.37
H 5.92 4.51 -0.83
H 4.30 5.74 -2.23
H 1.97 4.93 -2.43
H 1.26 2.89 -1.22
H 5.33 0.45 1.75
H 7.04 -1.24 1.27
H 6.63 -2.97 -0.45
H 4.49 -2.99 -1.69
H 2.76 -1.30 -1.19
H 2.65 -1.23 3.91
H 4.08 -3.13 3.28
H 3.37 -4.67 1.48
H 1.24 -4.27 0.29
H -0.16 -2.27 0.86
H -0.30 1.56 5.41
H -0.74 1.03 7.76
H -0.69 -1.32 8.54
H -0.22 -3.13 6.92
H 0.23 -2.61 4.57
N -3.11 6.69 2.86
C -2.96 5.58 2.00
C -1.76 5.39 1.31
C -1.60 4.28 0.50
C -2.61 3.35 0.37
C -3.80 3.52 1.07
C -3.97 4.64 1.88
S -2.36 1.85 -0.57
O -3.64 1.53 -1.13
O -1.27 2.16 -1.49
N -1.77 0.81 0.46
C -2.49 -0.03 1.47
N -3.86 0.38 1.63
C -4.72 -0.30 0.92
C -4.43 -1.47 0.20
C -3.17 -2.02 0.46
N -2.24 -1.43 1.17
H -2.56 7.49 2.60
H -4.07 6.95 3.02
H -0.97 6.12 1.41
H -0.67 4.12 -0.04
H -4.57 2.77 1.00
H -4.90 4.77 2.43
H -5.75 0.06 0.96
H -5.18 -1.99 -0.36
H -2.95 -3.03 0.13
C -1.78 0.25 2.80
H -1.94 1.29 3.12
H -2.16 -0.43 3.56

Properties
Kohn-Sham gap: 5.606 eV
net charge: -1
energy relative to the best compared isomer or geometry (same formula, charge and spin): 10.64 kcal per mole
energy: -184750.928 eV
maximum force: 0.5 eV/Å
highest occupied orbital energy: -3.3 eV

Which charges does Mulliken predict for the atoms? In e, they are: 1.012 -1.421 -0.929 0.691 0.382 -0.344 -0.720 -0.400 -0.776 -0.445 0.506 -0.124 -0.902 -0.384 -0.725 -0.572 1.662 0.009 0.020 -1.103 -0.345 -0.730 -0.484 -0.190 -0.220 -0.896 -0.401 -0.818 -0.200 0.457 0.689 0.451 0.803 0.285 0.397 0.366 0.440 0.370 0.328 0.381 0.382 0.403 0.352 0.528 0.380 0.375 0.384 0.203 0.353 0.388 0.358 0.388 0.389 -0.615 1.216 -0.920 -0.236 -0.363 -0.169 -0.876 1.059 -0.679 -0.773 -0.628 1.286 -0.723 -0.160 -1.060 0.007 -0.296 0.231 0.233 0.283 0.625 0.371 0.273 0.347 0.382 0.361 -2.074 0.315 0.582

2.
Density functional theory data (ωB97M-V/def2-TZVPD) for a structure of composition C22H31AuN3O9PS2Te in a non-equilibrium geometry.

Atoms and positions in Å:
Au -0.52 0.61 0.30
C -4.90 -5.26 2.63
O -3.81 -4.39 2.83
C -3.86 -3.16 2.30
C -5.01 -2.61 1.69
C -4.94 -1.37 1.10
C -3.75 -0.62 1.04
C -3.69 0.59 0.27
C -4.99 1.26 -0.12
O -2.66 1.15 -0.13
C -2.59 -1.13 1.74
O -1.50 -0.50 1.91
C -2.71 -2.41 2.34
H -4.57 -6.23 3.02
H -5.13 -5.37 1.57
H -5.79 -4.93 3.17
H -5.95 -3.14 1.68
H -5.82 -1.00 0.61
H -5.68 1.31 0.72
H -5.46 0.71 -0.94
H -4.77 2.26 -0.48
H -1.84 -2.80 2.85
C -0.12 -0.20 -5.38
C 0.53 -1.27 -4.53
O -0.43 -1.80 -3.62
P -0.39 -1.37 -2.07
O -0.12 0.10 -1.94
Te -2.40 -2.40 -1.33
O 0.96 -2.05 -1.49
C 1.06 -3.35 -0.95
C 2.04 -3.31 0.20
H 0.57 0.17 -6.13
H -0.42 0.62 -4.74
H -1.00 -0.61 -5.87
H 1.38 -0.86 -3.98
H 0.88 -2.12 -5.13
H 1.39 -4.04 -1.74
H 0.07 -3.68 -0.60
H 3.03 -2.99 -0.14
H 2.12 -4.29 0.66
H 1.71 -2.59 0.95
N -0.90 3.04 1.02
C 0.35 3.58 1.29
C 0.91 3.43 2.56
C 2.25 3.68 2.76
C 3.02 4.07 1.69
C 2.46 4.36 0.46
C 1.11 4.12 0.26
S 4.82 3.92 1.80
O 4.97 2.58 2.40
O 5.26 5.00 2.64
O 5.27 3.96 0.42
H -1.37 3.39 0.20
H -1.51 2.91 1.82
H 0.30 3.04 3.36
H 2.71 3.51 3.72
H 3.10 4.70 -0.33
H 0.67 4.31 -0.70
S 1.63 0.48 1.38
C 2.86 0.70 0.22
N 2.71 0.49 -1.09
C 3.99 0.53 -1.76
C 4.90 1.15 -0.69
N 4.10 1.02 0.53
H 1.86 0.11 -1.49
H 3.93 1.12 -2.68
H 4.31 -0.49 -2.02
H 5.11 2.21 -0.84
H 5.84 0.61 -0.56
H 4.43 1.55 1.38

Properties
Kohn-Sham gap (spin up / spin down): 3.817 / 3.818 eV
net charge: 0
energy relative to the best compared isomer or geometry (same formula, charge and spin): 52.29 kcal per mole
energy: -88159.267 eV
maximum force: 1.7 eV/Å
highest occupied orbital energy (spin up / spin down): -7.7 / -7.7 eV

Which charges does natural (NBO) predict for the atoms? In e, they are: 1.171 -0.256 -0.476 0.343 -0.315 -0.122 -0.270 0.623 -0.706 -0.631 0.421 -0.688 -0.256 0.209 0.183 0.179 0.229 0.220 0.235 0.253 0.243 0.235 -0.629 -0.060 -0.833 2.008 -1.199 -0.323 -0.859 -0.065 -0.627 0.213 0.222 0.216 0.171 0.188 0.178 0.201 0.208 0.217 0.223 -0.848 0.219 -0.267 -0.169 -0.341 -0.172 -0.298 2.424 -1.023 -0.970 -1.026 0.402 0.399 0.207 0.242 0.248 0.208 -0.011 0.321 -0.583 -0.226 -0.243 -0.565 0.450 0.212 0.190 0.262 0.212 0.474

3.
Density functional theory data (ωB97M-V/def2-TZVPD) for the molecule C3H7NO in a non-equilibrium geometry.

Atoms and positions in Å:
N -0.13 1.02 -1.58
C 0.01 -0.31 -1.01
C 0.02 0.15 0.51
C 0.31 -0.75 1.75
O 1.02 0.37 1.40
H -0.83 1.65 -1.30
H -0.13 1.08 -2.69
H 0.79 -0.98 -0.96
H -0.80 -0.88 -1.25
H -0.67 0.95 0.88
H -0.65 -0.68 2.63
H 1.04 -1.62 1.63

Properties
SMILES: NC[C@H]1CO1
Kohn-Sham gap: 10.414 eV
net charge: 0
energy relative to the best compared isomer or geometry (same formula, charge and spin): 116.09 kcal per mole
energy: -6757.716 eV
maximum force: 6.8 eV/Å
highest occupied orbital energy: -9.3 eV

Which charges does natural (NBO) predict for the atoms? In e, they are: -0.864 -0.238 0.091 -0.154 -0.503 0.378 0.356 0.211 0.175 0.166 0.181 0.200

4.
Density functional theory data (ωB97M-V/def2-TZVPD) for a structure of composition C28H26F6MnN4O4S.

Atoms and positions in Å:
Mn 1.03 -0.22 0.39
C 4.82 -0.15 -1.78
C 3.84 0.33 -0.75
O 2.78 -0.30 -0.54
N 4.14 1.44 -0.08
C 3.31 1.99 0.99
C 2.04 2.59 0.43
C 1.98 4.01 0.26
C 0.85 4.61 -0.30
C -0.19 3.82 -0.67
C -0.14 2.35 -0.48
N 1.06 1.79 0.11
H 4.46 -1.08 -2.21
H 5.79 -0.31 -1.32
H 4.93 0.60 -2.56
H 5.02 1.89 -0.29
H 3.89 2.77 1.49
H 3.08 1.22 1.71
H 2.82 4.61 0.57
H 0.81 5.68 -0.43
H -1.10 4.21 -1.11
H -0.33 1.85 -1.43
C -4.94 1.47 -4.98
C -4.20 1.25 -3.69
C -2.99 0.55 -3.67
C -2.30 0.35 -2.48
C -2.85 0.86 -1.31
C -4.06 1.55 -1.29
C -4.72 1.74 -2.49
S -2.04 0.69 0.21
O -1.23 2.02 0.43
O -2.96 0.58 1.29
N -0.91 -0.40 0.08
C -1.38 -1.77 -0.05
C -2.66 -2.22 -0.15
C -2.91 -3.61 -0.27
C -1.90 -4.52 -0.25
C -0.56 -4.07 -0.11
C 0.56 -4.93 -0.03
C 1.81 -4.41 0.15
C 1.96 -3.02 0.25
N 0.93 -2.19 0.15
C -0.32 -2.70 -0.02
H -4.53 0.86 -5.79
H -4.87 2.52 -5.28
H -5.99 1.23 -4.87
H -2.59 0.15 -4.59
H -1.38 -0.22 -2.47
H -4.48 1.91 -0.36
H -5.67 2.26 -2.50
H -3.51 -1.55 -0.13
H -3.94 -3.95 -0.35
H -2.10 -5.58 -0.33
H 0.41 -6.00 -0.10
H 2.68 -5.04 0.24
H 2.93 -2.57 0.42
C 2.46 -0.53 4.30
C 1.28 -0.36 3.36
O 1.76 -0.36 2.05
C 0.29 -1.53 3.55
F -0.19 -1.58 4.78
F -0.74 -1.46 2.70
F 0.93 -2.68 3.30
C 0.59 1.00 3.64
F -0.45 1.22 2.82
F 1.48 1.99 3.39
F 0.18 1.11 4.89
H 3.03 -1.39 3.99
H 2.11 -0.68 5.32
H 3.09 0.36 4.27

Properties
Kohn-Sham gap (spin up / spin down): 6.981 / 6.186 eV
net charge: +2
energy relative to the best compared isomer or geometry (same formula, charge and spin): 27.52 kcal per mole
2S+1: 4
energy: -102055.666 eV
maximum force: 0.8 eV/Å
highest occupied orbital energy (spin up / spin down): -14.0 / -14.1 eV

Which charges does natural (NBO) predict for the atoms? In e, they are: 1.428 -0.708 0.742 -0.701 -0.554 -0.293 0.323 -0.150 -0.198 -0.085 0.163 -0.521 0.260 0.262 0.261 0.431 0.246 0.272 0.242 0.262 0.247 0.225 -0.648 0.072 -0.205 -0.191 -0.364 -0.165 -0.200 2.340 -0.676 -0.834 -0.969 0.096 -0.197 -0.177 -0.151 -0.096 -0.061 -0.247 0.132 -0.507 0.218 0.233 0.248 0.246 0.236 0.229 0.256 0.243 0.239 0.246 0.241 0.246 0.252 0.220 -0.625 0.080 -0.710 0.967 -0.292 -0.323 -0.316 0.967 -0.320 -0.335 -0.287 0.244 0.257 0.234

5.
Density functional theory data (ωB97M-V/def2-TZVPD) for a structure of composition C7H10CaO13 in a non-equilibrium geometry.

Atoms and positions in Å:
Ca -0.15 1.35 -0.65
C -2.85 3.63 -2.72
O -3.65 3.36 -3.55
O -3.21 3.65 -1.52
O -1.67 3.63 -3.00
C 1.13 4.71 0.95
O 0.59 5.70 0.54
O 1.79 4.14 0.02
O 0.34 3.89 1.46
O -4.43 -2.70 0.92
C -4.18 -1.52 0.36
O -3.02 -0.99 0.35
O -5.10 -0.96 -0.20
H -3.60 -3.04 1.26
O 1.21 -1.60 -5.85
C 0.77 -0.52 -5.27
O 0.20 0.28 -6.00
O 0.85 -0.32 -4.05
H 0.65 -1.36 -6.59
C 3.11 -2.45 2.97
C 1.76 -1.92 2.43
C 1.02 -1.07 3.45
O 1.90 -1.13 1.32
H 3.19 -3.52 2.77
H 3.17 -2.42 4.06
H 3.94 -1.89 2.54
H 1.17 -2.81 2.21
H 1.65 -0.25 3.78
H 0.81 -1.76 4.27
H 0.14 -0.55 3.07
H 2.50 -1.57 0.71

Properties
Kohn-Sham gap: 1.575 eV
net charge: -4
energy: -52462.768 eV
maximum force: 9.5 eV/Å
highest occupied orbital energy: 5.8 eV

Which charges does natural (NBO) predict for the atoms? In e, they are: 1.583 0.883 -0.781 -0.821 -0.783 0.831 -0.801 -0.954 -0.956 -0.751 0.916 -0.868 -0.758 0.462 -0.755 0.902 -0.809 -0.817 0.479 -0.746 0.067 -0.627 -0.728 0.186 0.194 0.213 0.138 0.212 0.178 0.245 0.465

6.
Density functional theory data (ωB97M-V/def2-TZVPD) for a structure of composition C3H5FeO2 in a non-equilibrium geometry.

Atoms and positions in Å:
O -0.80 0.71 0.35
Fe -1.71 1.22 -1.04
O -0.30 2.36 -2.02
C 0.73 2.87 -2.04
C 0.31 -0.08 0.66
C 0.04 -1.57 0.63
H 1.12 0.15 -0.06
H 0.70 0.20 1.66
H 0.24 -1.98 -0.38
H 0.67 -2.11 1.34
H -1.01 -1.77 0.90

Properties
Kohn-Sham gap (spin up / spin down): 9.636 / 7.212 eV
net charge: +2
energy relative to the best compared isomer or geometry (same formula, charge and spin): 0.94 kcal per mole
2S+1: 6
energy: -41649.967 eV
maximum force: 2.2 eV/Å
highest occupied orbital energy (spin up / spin down): -21.1 / -21.0 eV

Which charges does natural (NBO) predict for the atoms? In e, they are: -0.482 1.804 -0.756 0.812 -0.126 -0.616 0.224 0.324 0.260 0.302 0.253

- What is the maximum force in the sixth record?
  2.2 eV/Å